(1)
{
  "formula": "C27H37N5O3P2PdS",
  "method": "ωB97M-V/def2-TZVPD",
  "spin_multiplicity": 5,
  "e_lumo_ev": [-4.4, -7.8],
  "homo_energy_ev": [-13.3, -13.9],
  "total_charge": 2,
  "s2": 6.0488,
  "symbols": ["Pd", "C", "C", "C", "C", "C", "N", "C", "C", "C", "C", "C", "C", "C", "N", "C", "C", "C", "N", "C", "C", "N", "C", "C", "C", "N", "H", "H", "H", "H", "H", "H", "H", "H", "H", "H", "H", "H", "H", "H", "H", "H", "H", "H", "C", "P", "C", "C", "C", "P", "C", "C", "H", "H", "H", "H", "H", "H", "H", "H", "H", "H", "H", "H", "H", "H", "H", "H", "C", "S", "O", "O", "O", "H", "H", "H"],
  "positions_angstrom": [[-0.173, -0.011, 0.261], [-6.770, -1.594, -1.833], [-5.456, -0.913, -1.580], [-5.403, 0.356, -1.003], [-4.191, 0.976, -0.767], [-2.985, 0.351, -1.089], [-1.777, 1.045, -0.837], [-1.540, 2.148, -1.558], [-2.187, 2.377, -2.812], [-1.872, 3.444, -3.605], [-0.891, 4.366, -3.212], [-0.484, 5.489, -4.108], [-0.273, 4.185, -1.970], [-0.591, 3.137, -1.136], [-0.024, 3.140, 0.170], [0.439, 4.262, 0.788], [1.346, 3.886, 1.737], [1.399, 2.487, 1.630], [0.564, 2.042, 0.712], [-3.028, -0.928, -1.638], [-4.254, -1.540, -1.881], [-1.843, -1.642, -1.964], [-1.686, -2.513, -2.988], [-0.520, -3.202, -2.775], [-0.020, -2.686, -1.574], [-0.820, -1.749, -1.086], [-7.488, -0.901, -2.269], [-7.199, -1.961, -0.899], [-6.658, -2.441, -2.506], [-6.323, 0.868, -0.748], [-4.158, 1.971, -0.342], [-2.906, 1.648, -3.158], [-2.364, 3.564, -4.562], [-1.308, 5.805, -4.745], [0.329, 5.162, -4.762], [-0.123, 6.346, -3.541], [0.487, 4.891, -1.666], [0.079, 5.236, 0.504], [1.893, 4.522, 2.409], [2.043, 1.793, 2.145], [-4.267, -2.541, -2.294], [-2.406, -2.565, -3.786], [-0.086, -3.960, -3.401], [0.883, -2.935, -1.043], [-2.536, 0.370, 2.996], [-1.756, -0.900, 1.960], [-3.141, -1.958, 1.449], [-0.867, -2.011, 3.121], [0.194, -1.303, 3.960], [1.596, -0.598, 3.027], [2.874, -1.829, 2.785], [2.275, 0.740, 4.027], [-1.797, 1.087, 3.354], [-3.067, -0.067, 3.844], [-3.253, 0.915, 2.379], [-3.549, -2.455, 2.331], [-2.798, -2.710, 0.740], [-3.926, -1.361, 0.985], [-0.415, -2.814, 2.531], [-1.608, -2.478, 3.774], [0.668, -2.003, 4.659], [-0.242, -0.499, 4.557], [3.293, -2.063, 3.769], [3.643, -1.416, 2.133], [2.459, -2.716, 2.317], [2.340, 0.370, 5.056], [1.629, 1.617, 4.004], [3.273, 1.008, 3.681], [3.572, -1.438, -1.406], [2.531, -0.393, -0.451], [3.367, 0.492, 0.320], [1.571, 0.246, -1.361], [1.728, -1.297, 0.454], [4.203, -0.791, -2.012], [2.960, -2.074, -2.040], [4.185, -2.025, -0.726]],
  "atomic_forces_ev_per_a": [[-0.9, -0.2, -0.7], [0.0, 0.0, 0.0], [0.0, 0.0, 0.0], [0.0, 0.0, 0.0], [0.0, 0.0, 0.0], [0.1, 0.1, 0.0], [0.1, 0.0, 0.0], [0.0, 0.1, 0.1], [0.0, 0.0, 0.0], [0.0, 0.0, 0.0], [0.0, 0.0, 0.0], [0.0, 0.0, 0.0], [0.0, 0.0, 0.0], [-0.1, -0.1, 0.0], [0.2, 0.0, -0.1], [-0.1, 0.0, 0.0], [0.0, 0.0, 0.0], [0.0, 0.0, -0.1], [0.0, -0.1, 0.1], [0.0, 0.0, 0.0], [0.0, 0.0, 0.0], [-0.1, 0.0, 0.0], [0.0, 0.0, 0.0], [0.0, 0.0, 0.0], [0.0, 0.0, 0.0], [0.1, 0.0, 0.1], [0.0, 0.0, 0.0], [0.0, 0.0, 0.0], [0.0, 0.0, 0.0], [0.0, 0.0, 0.0], [0.0, 0.0, 0.0], [0.0, 0.0, 0.0], [0.0, 0.0, 0.0], [0.0, 0.0, 0.0], [0.0, 0.0, 0.0], [0.0, 0.0, 0.0], [0.0, 0.0, 0.0], [0.0, 0.0, 0.0], [0.0, 0.0, 0.0], [-0.2, 0.4, -0.5], [0.0, 0.0, 0.0], [0.0, 0.0, 0.0], [0.0, 0.0, 0.0], [0.0, 0.0, 0.0], [0.0, -0.1, 0.1], [0.3, 0.2, -0.1], [0.0, 0.0, 0.0], [0.0, 0.0, 0.0], [0.1, 0.0, 0.0], [0.2, -0.2, 0.0], [0.1, -0.1, 0.4], [0.0, -0.1, 0.5], [0.0, 0.0, 0.0], [0.0, 0.0, 0.0], [0.0, 0.0, 0.0], [0.0, 0.0, 0.0], [0.0, 0.0, 0.0], [0.1, 0.0, 0.0], [-0.1, 0.0, 0.0], [0.1, 0.0, 0.1], [-0.1, 0.0, 0.0], [0.0, 0.0, 0.0], [0.0, -0.1, 0.0], [0.0, 0.1, 0.1], [0.0, 0.0, 0.1], [0.1, 0.0, 0.0], [0.0, -0.2, 0.2], [0.0, 0.0, 0.0], [0.0, 0.0, 0.0], [0.0, 0.3, -0.3], [0.1, 0.0, 0.2], [0.2, 0.0, 0.1], [-0.1, -0.1, 0.0], [0.0, 0.0, 0.0], [0.0, 0.0, 0.0], [0.0, 0.0, 0.0]],
  "lowdin_charge": [0.85, -0.03, -0.25, -0.01, -0.02, -0.27, 0.06, -0.19, 0.04, 0.00, -0.21, -0.02, 0.04, -0.09, -0.05, -0.03, 0.00, -0.15, 0.00, -0.15, 0.03, -0.06, -0.03, -0.01, -0.12, 0.00, 0.09, 0.10, 0.09, 0.13, 0.13, 0.13, 0.13, 0.09, 0.11, 0.09, 0.13, 0.14, 0.12, 0.04, 0.13, 0.14, 0.11, 0.10, -0.23, 0.83, -0.22, -0.38, -0.35, 1.03, -0.21, -0.22, 0.04, 0.07, 0.05, 0.06, 0.05, 0.04, 0.09, 0.10, 0.11, 0.09, 0.08, 0.06, 0.06, 0.08, 0.05, 0.08, -0.11, 0.41, -0.31, -0.37, -0.53, 0.09, 0.07, 0.08]
}

(2)
{
  "formula": "C27H37O2Ru",
  "method": "ωB97M-V/def2-TZVPD",
  "spin_multiplicity": 6,
  "e_lumo_ev": [4.9, 2.7],
  "homo_energy_ev": [3.1, -0.7],
  "total_charge": -2,
  "s2": 8.8089,
  "symbols": ["Ru", "C", "C", "C", "H", "C", "C", "H", "H", "H", "H", "C", "C", "C", "H", "C", "C", "H", "H", "H", "H", "O", "C", "C", "C", "C", "C", "H", "H", "H", "H", "H", "H", "H", "H", "H", "H", "C", "C", "C", "C", "C", "C", "C", "C", "C", "C", "C", "C", "O", "H", "H", "H", "H", "H", "H", "H", "H", "H", "H", "H", "H", "H", "H", "H", "H", "H"],
  "positions_angstrom": [[0.154, 0.620, 0.062], [1.760, 0.579, 1.370], [2.198, -0.392, 0.419], [2.308, 0.221, -0.850], [2.433, -1.440, 0.677], [1.908, 1.590, -0.712], [1.609, 1.827, 0.671], [1.352, 2.801, 1.122], [1.624, 0.398, 2.439], [2.659, -0.237, -1.773], [1.903, 2.350, -1.505], [-1.930, 0.127, 0.878], [-1.242, 1.305, 1.349], [-1.081, 2.186, 0.201], [-0.951, 1.512, 2.373], [-1.625, 1.514, -0.953], [-2.153, 0.254, -0.522], [-2.678, -0.459, -1.149], [-2.249, -0.702, 1.496], [-0.696, 3.198, 0.214], [-1.720, 1.949, -1.941], [0.249, -2.299, -0.469], [-0.310, -0.563, -4.421], [0.261, -1.706, -4.013], [0.492, 0.654, -4.266], [-1.784, -0.542, -4.261], [0.371, -2.334, -1.735], [1.355, -1.781, -4.095], [-0.333, -2.613, -4.175], [-0.188, -3.231, -2.188], [1.476, -2.458, -2.108], [0.650, 1.315, -5.107], [1.452, 0.295, -3.906], [-0.050, 1.218, -3.503], [-2.439, -0.519, -5.116], [-1.988, 0.335, -3.631], [-1.979, -1.477, -3.738], [2.886, -0.893, 5.963], [2.053, -1.119, 4.699], [2.542, -2.390, 3.999], [0.556, -1.106, 4.971], [0.016, -0.560, 6.129], [-1.359, -0.586, 6.381], [-2.232, -1.227, 5.500], [-1.765, -1.762, 4.310], [-2.676, -2.552, 3.376], [-2.763, -4.020, 3.805], [-4.087, -1.967, 3.315], [-0.369, -1.541, 3.926], [-0.006, -1.628, 2.731], [2.681, -1.678, 6.703], [2.676, 0.085, 6.408], [3.954, -0.925, 5.721], [2.254, -0.280, 4.013], [2.410, -3.241, 4.679], [1.989, -2.574, 3.074], [3.607, -2.300, 3.752], [0.708, -0.147, 6.857], [-1.749, -0.143, 7.306], [-3.293, -1.336, 5.732], [-2.222, -2.522, 2.375], [-3.226, -4.102, 4.798], [-3.373, -4.580, 3.089], [-1.766, -4.471, 3.844], [-4.081, -0.898, 3.073], [-4.668, -2.490, 2.547], [-4.587, -2.108, 4.281]],
  "atomic_forces_ev_per_a": [[-0.9, -6.2, -1.6], [1.3, -0.2, 0.8], [1.4, -0.8, 1.3], [-0.5, 1.2, 0.0], [-0.5, 0.8, -0.4], [2.2, 1.2, -1.1], [1.5, 1.7, 0.5], [0.3, -0.7, -0.2], [0.0, 0.2, -0.7], [-0.5, 0.0, 0.3], [0.1, -0.5, 0.5], [-1.4, 0.5, 0.0], [-1.0, 0.3, 0.4], [-1.9, 1.0, -0.3], [-0.2, 0.0, -0.1], [-0.9, 1.1, 0.0], [0.4, 0.4, 0.9], [0.4, 0.0, 0.1], [0.4, 0.1, -0.2], [-0.1, -0.2, 0.0], [0.1, -0.1, 0.2], [-0.7, 1.6, 1.0], [0.0, -0.9, -0.1], [0.5, -0.4, -2.4], [0.0, 0.5, 0.4], [-0.2, 0.3, 0.5], [1.6, -3.1, -0.5], [-0.5, -0.2, 0.4], [0.5, 0.1, 0.6], [0.1, 0.8, 0.0], [-1.0, 0.6, 0.3], [-0.1, 0.1, -0.5], [0.3, 0.6, 0.2], [0.6, 0.5, 0.3], [-0.1, 0.3, -0.7], [-0.6, -0.3, 0.1], [-0.7, 0.2, 0.3], [-0.1, 0.2, -0.1], [0.0, 0.3, -0.1], [-0.1, -0.1, 0.0], [-0.5, 0.1, 0.0], [0.2, -0.5, -0.3], [-0.3, 0.2, 0.6], [0.3, -0.3, -0.2], [0.2, 0.1, -0.1], [0.3, 0.4, 0.0], [0.1, 0.0, 0.0], [0.0, 0.0, -0.1], [-0.4, 0.6, 0.8], [0.2, -0.5, -0.8], [0.0, 0.2, 0.0], [0.1, -0.2, 0.0], [-0.1, 0.0, 0.0], [0.1, -0.2, 0.3], [0.1, 0.0, -0.1], [0.0, 0.0, 0.2], [-0.1, 0.0, 0.1], [-0.3, 0.0, 0.0], [0.2, -0.2, -0.4], [0.3, 0.2, 0.1], [0.0, 0.0, 0.2], [0.1, 0.0, -0.1], [0.0, -0.1, 0.1], [-0.1, 0.0, 0.0], [0.0, -0.2, 0.1], [0.0, 0.0, 0.1], [-0.1, 0.1, -0.2]],
  "lowdin_charge": [1.22, -0.22, -0.17, -0.14, 0.11, -0.24, -0.35, 0.05, 0.08, 0.10, 0.08, -0.15, -0.24, -0.31, 0.10, -0.21, -0.13, 0.10, 0.07, 0.07, 0.07, -0.25, -0.46, -0.11, -0.10, -0.09, -0.38, 0.06, 0.06, 0.03, 0.03, 0.06, 0.06, 0.05, 0.05, 0.06, 0.07, -0.22, -0.39, -0.08, -0.11, -0.11, -0.16, -0.09, -0.13, -0.39, -0.08, -0.11, -0.34, -0.02, 0.07, 0.03, 0.05, 0.10, 0.08, 0.06, 0.07, 0.07, 0.07, 0.09, 0.12, 0.07, 0.07, 0.08, 0.07, 0.07, 0.06]
}

(3)
{
  "formula": "C27H38As3N3O6SW",
  "method": "ωB97M-V/def2-TZVPD",
  "e_lumo_ev": 0.0,
  "homo_energy_ev": -6.9,
  "total_charge": 0,
  "symbols": ["W", "S", "C", "C", "C", "C", "C", "C", "C", "C", "C", "N", "H", "H", "H", "H", "H", "H", "C", "As", "C", "C", "C", "C", "C", "As", "C", "C", "C", "As", "C", "C", "H", "H", "H", "H", "H", "H", "H", "H", "H", "H", "H", "H", "H", "H", "H", "H", "H", "H", "H", "H", "H", "H", "H", "H", "H", "H", "H", "O", "C", "O", "C", "O", "O", "C", "N", "C", "C", "C", "O", "N", "C", "O", "H", "H", "H", "H", "H"],
  "positions_angstrom": [[-0.723, -1.083, 0.707], [2.480, 0.283, 3.847], [3.012, -1.236, 3.278], [2.193, -1.749, 2.315], [1.109, -0.882, 1.964], [1.153, 0.248, 2.743], [-0.007, 1.110, 2.810], [-0.169, 2.169, 3.699], [-1.396, 2.796, 3.778], [-2.446, 2.347, 2.990], [-2.216, 1.297, 2.126], [-1.012, 0.726, 1.993], [3.907, -1.681, 3.685], [2.360, -2.719, 1.870], [0.649, 2.463, 4.340], [-1.540, 3.612, 4.475], [-3.437, 2.770, 3.059], [-3.007, 0.868, 1.525], [2.175, -2.555, -1.096], [1.430, -0.784, -0.801], [3.010, 0.217, -0.255], [1.269, -0.363, -2.714], [0.666, 0.962, -3.183], [0.859, 1.027, -4.703], [-0.839, 1.001, -2.913], [-1.492, 1.028, -1.068], [-3.367, 0.805, -1.519], [-1.484, 2.927, -0.604], [1.402, 2.128, -2.515], [0.954, 3.952, -3.147], [2.367, 4.148, -4.496], [1.927, 4.860, -1.705], [2.945, -2.491, -1.867], [1.362, -3.201, -1.423], [2.605, -2.947, -0.180], [3.673, 0.318, -1.116], [3.516, -0.334, 0.536], [2.754, 1.204, 0.123], [0.722, -1.206, -3.141], [2.305, -0.423, -3.067], [0.400, 0.161, -5.184], [1.920, 1.037, -4.964], [0.395, 1.923, -5.122], [-1.309, 0.114, -3.346], [-1.284, 1.879, -3.392], [-3.614, 1.498, -2.325], [-3.998, 1.002, -0.656], [-3.529, -0.220, -1.840], [-1.825, 3.503, -1.465], [-0.491, 3.267, -0.315], [-2.157, 3.096, 0.234], [2.484, 2.006, -2.636], [1.210, 2.130, -1.437], [2.076, 3.671, -5.429], [3.305, 3.715, -4.146], [2.516, 5.211, -4.684], [1.399, 4.734, -0.761], [1.983, 5.925, -1.926], [2.937, 4.461, -1.606], [-2.036, -3.856, -1.522], [-1.964, -2.799, -0.959], [-1.132, -1.798, -1.233], [-2.806, -2.454, 0.337], [-3.341, -3.325, 0.988], [-2.816, -1.168, 0.590], [-0.668, -5.657, 2.078], [-0.892, -4.414, 2.813], [-1.664, -4.360, 3.959], [-2.144, -3.208, 4.442], [-1.922, -1.940, 3.738], [-2.339, -0.866, 4.125], [-1.099, -2.068, 2.626], [-0.697, -3.248, 2.164], [-0.127, -3.163, 1.030], [-1.008, -6.482, 2.698], [0.391, -5.779, 1.860], [-1.234, -5.634, 1.146], [-1.847, -5.314, 4.432], [-2.738, -3.192, 5.342]],
  "atomic_forces_ev_per_a": [[1.9, 2.3, -0.4], [0.0, 0.0, -0.1], [0.0, -0.1, 0.0], [0.1, 0.2, -0.1], [-0.3, 0.0, 0.1], [-0.1, -0.1, 0.0], [0.1, 0.0, 0.0], [-0.1, 0.0, -0.1], [0.1, 0.0, 0.1], [0.0, -0.1, -0.1], [0.1, 0.1, 0.0], [-0.1, -0.5, 0.0], [0.0, 0.0, 0.0], [0.0, 0.0, 0.0], [0.0, 0.0, 0.0], [0.0, 0.0, 0.0], [0.0, 0.0, 0.0], [0.0, 0.0, 0.0], [0.1, 0.1, -0.1], [-0.3, -0.3, 0.2], [0.0, 0.0, -0.2], [0.1, 0.0, 0.1], [0.0, 0.0, 0.1], [0.0, 0.0, -0.1], [0.0, 0.1, 0.0], [0.0, -0.5, 0.5], [0.0, 0.1, -0.1], [0.0, 0.0, -0.2], [0.0, 0.1, 0.0], [0.0, -0.1, 0.0], [0.0, 0.0, 0.0], [0.0, 0.0, 0.0], [0.0, -0.1, 0.0], [0.0, 0.0, 0.0], [0.0, 0.0, 0.0], [0.0, 0.0, 0.0], [0.0, 0.0, 0.0], [-0.1, 0.0, 0.0], [0.0, 0.0, 0.0], [0.0, 0.0, 0.0], [0.0, 0.0, 0.0], [0.0, 0.0, 0.0], [0.0, 0.0, 0.0], [0.0, 0.0, 0.0], [0.0, 0.0, 0.0], [0.0, 0.0, 0.0], [0.0, 0.0, 0.0], [0.0, 0.0, 0.0], [0.0, 0.0, 0.0], [0.0, 0.0, 0.0], [0.0, 0.0, 0.0], [0.0, 0.0, 0.0], [0.0, 0.0, 0.0], [0.0, 0.0, 0.0], [0.0, 0.0, 0.0], [0.0, 0.0, 0.0], [0.0, 0.0, 0.0], [0.0, 0.0, 0.0], [0.0, 0.0, 0.0], [0.1, 0.2, -0.3], [-0.4, -0.1, 0.7], [0.1, -0.5, 0.3], [-0.5, -0.6, -0.5], [0.1, 0.0, 0.0], [0.0, 0.0, 0.3], [0.0, 0.0, 0.0], [-0.1, 0.0, 0.0], [0.1, 0.0, 0.0], [-0.1, 0.0, -0.1], [0.4, -0.1, 0.3], [-0.1, 0.0, -0.1], [-0.6, -0.1, -0.4], [0.0, 0.3, -0.1], [-0.1, -0.4, -0.2], [0.0, 0.0, 0.0], [0.0, 0.0, 0.0], [0.0, 0.0, 0.0], [0.0, 0.0, 0.0], [0.0, 0.0, 0.0]],
  "lowdin_charge": [1.39, 1.03, -0.41, -0.23, -0.37, -0.53, -0.27, -0.01, -0.04, -0.05, -0.16, -0.05, 0.07, 0.09, 0.10, 0.11, 0.11, 0.10, -0.24, 1.13, -0.25, -0.31, -0.69, -0.07, -0.33, 1.16, -0.26, -0.27, -0.39, 1.11, -0.34, -0.34, 0.04, 0.04, 0.01, 0.03, 0.02, 0.03, 0.09, 0.08, 0.09, 0.09, 0.07, 0.09, 0.07, 0.04, 0.03, 0.03, 0.02, 0.01, 0.01, 0.08, 0.04, 0.01, 0.03, 0.02, 0.00, 0.02, 0.03, 0.11, -0.55, -0.32, -0.60, 0.09, -0.23, 0.01, -0.03, -0.03, 0.03, -0.44, 0.07, 0.07, -0.52, -0.10, 0.09, 0.09, 0.10, 0.13, 0.11]
}